[1]
{
  "formula": "C9H10F2NP",
  "method": "ωB97M-V/def2-TZVPD",
  "elements": ["C", "C", "C", "C", "C", "C", "C", "C", "C", "N", "F", "F", "P", "H", "H", "H", "H", "H", "H", "H", "H", "H", "H"],
  "positions_angstrom": [[2.2826, -1.0337, -1.8751], [1.4472, -1.7823, -1.0584], [2.5437, 0.2539, -1.5174], [0.8365, -1.2511, 0.0570], [1.8461, 0.8683, -0.3917], [0.9863, 0.1157, 0.4025], [-2.8293, -1.4269, 1.2929], [-1.6527, -1.4071, 1.8523], [-1.2488, 2.1579, -0.2559], [-0.6666, 1.9516, 1.0889], [-3.3347, -0.2996, 0.6150], [-1.2018, -2.5802, 2.4971], [0.1697, 0.7944, 1.9164], [2.4881, -1.5197, -2.8540], [1.5212, -2.9050, -1.2352], [3.1162, 0.9607, -2.0354], [0.1989, -1.8129, 0.5962], [2.1430, 1.9073, -0.1327], [-3.5389, -2.2884, 1.1555], [-1.3083, 1.2272, -0.7478], [-2.3124, 2.4101, -0.1101], [-0.6867, 2.8254, -0.8358], [-0.7991, 2.8345, 1.5760]],
  "forces_ev_per_a": [[-0.647, -0.589, -1.133], [0.837, -2.024, 0.461], [-2.080, 1.591, 2.138], [1.794, 2.071, -1.713], [1.481, -0.559, -0.508], [0.185, -1.204, -0.246], [-2.094, -0.359, -1.392], [2.438, 0.831, 1.329], [-1.146, -1.485, 1.744], [-0.021, 1.780, 0.336], [0.764, -0.916, 0.783], [-0.705, 1.270, -0.857], [-1.462, -1.291, -1.930], [0.754, 0.716, 0.860], [-0.977, 1.543, 0.208], [1.010, 0.435, -1.101], [-1.810, -1.919, 1.823], [-0.496, -0.741, -0.228], [0.885, 0.945, 0.386], [0.255, -1.183, -0.681], [0.525, 0.474, -0.147], [0.624, 1.170, -0.697], [-0.115, -0.556, 0.567]],
  "total_energy_ha": -944.6209,
  "relative_energy_ev": 1.0310,
  "total_charge": 0,
  "homo_lumo_gap_ha": [0.28479, 0.28501],
  "spin_multiplicity": 1
}


[2]
{
  "formula": "C23H30N4O4",
  "method": "ωB97M-V/def2-TZVPD",
  "elements": ["O", "C", "N", "H", "C", "H", "H", "C", "C", "H", "C", "H", "C", "H", "O", "H", "H", "H", "H", "C", "O", "N", "H", "C", "H", "H", "C", "C", "C", "C", "C", "O", "H", "H", "H", "N", "C", "C", "N", "C", "C", "C", "C", "C", "C", "H", "H", "H", "H", "H", "C", "C", "H", "H", "H", "H", "H", "H", "H", "H", "H"],
  "positions_angstrom": [[-3.5763, -2.0106, 1.5068], [-3.3979, -1.6640, 0.3527], [-4.2039, -0.9006, -0.3903], [-3.8781, -0.7221, -1.3330], [-5.3850, -0.2354, 0.0886], [-6.2477, -0.5327, -0.5173], [-5.5360, -0.5623, 1.1205], [-5.2721, 1.3054, 0.0668], [-4.7557, 1.8559, -1.2727], [-5.1959, 2.8365, -1.4519], [-3.2419, 1.9839, -1.0507], [-2.6901, 1.1939, -1.5588], [-3.0798, 1.8673, 0.4776], [-2.5879, 2.7380, 0.9179], [-4.3772, 1.7962, 1.0386], [-2.5061, 0.9717, 0.7498], [-2.8688, 2.9403, -1.4116], [-5.0109, 1.2081, -2.1089], [-6.2586, 1.7033, 0.3277], [-2.1485, -2.0854, -0.4316], [-1.9372, -1.6756, -1.5623], [-1.3927, -2.9355, 0.2658], [-1.6963, -3.0937, 1.2204], [-0.0884, -3.3792, -0.1394], [0.0072, -3.1764, -1.2072], [0.0063, -4.4559, 0.0283], [1.0173, -2.6495, 0.6504], [2.3740, -3.0818, 0.1759], [3.5529, -3.2130, 0.8522], [4.5268, -3.5730, -0.1112], [3.8692, -3.6293, -1.2991], [2.5692, -3.3311, -1.1374], [4.1982, -3.8611, -2.2924], [5.5661, -3.7610, 0.0626], [3.7067, -3.0789, 1.9036], [0.8041, -1.2069, 0.5925], [1.4548, -0.4763, 1.6635], [0.9306, 0.9643, 1.6462], [1.1872, 1.6191, 0.3851], [2.3691, 2.3151, 0.1684], [2.5080, 3.0983, -0.9849], [3.6407, 3.8532, -1.2056], [4.6725, 3.8668, -0.2813], [4.5446, 3.1122, 0.8702], [3.4165, 2.3454, 1.0947], [3.3678, 1.7609, 2.0002], [5.3374, 3.1093, 1.6050], [5.5579, 4.4591, -0.4550], [3.7145, 4.4464, -2.1059], [1.7080, 3.1339, -1.7087], [0.5943, 0.8510, -0.6885], [1.1152, -0.5903, -0.6857], [0.6184, -1.1415, -1.4830], [2.2025, -0.5766, -0.8804], [0.8090, 1.3050, -1.6532], [-0.4889, 0.8336, -0.5400], [1.3529, 1.5450, 2.4654], [-0.1569, 0.9309, 1.7764], [1.2023, -0.9445, 2.6180], [2.5528, -0.4775, 1.5488], [0.9238, -2.9286, 1.7075]],
  "forces_ev_per_a": [[0.012, 0.017, 0.080], [-0.148, 0.027, 0.041], [0.124, 0.148, -0.448], [0.064, -0.120, 0.134], [-0.219, 0.405, 0.393], [0.017, 0.007, 0.083], [-0.094, 0.024, -0.131], [-0.331, -0.386, -0.226], [-0.080, 0.058, 0.278], [-0.027, -0.050, -0.047], [0.055, 0.018, 0.120], [0.045, 0.011, -0.019], [0.455, 0.066, -0.004], [0.023, -0.091, -0.042], [-0.124, -0.036, 0.125], [-0.007, 0.112, -0.023], [0.024, -0.018, -0.046], [-0.045, 0.004, -0.106], [0.070, -0.068, -0.084], [0.144, -0.199, 0.073], [0.086, 0.089, -0.119], [-0.144, -0.204, 0.340], [-0.089, 0.073, -0.152], [0.196, 0.114, -0.048], [0.025, -0.125, 0.088], [0.019, 0.086, -0.106], [-0.097, 0.038, -0.416], [0.287, 0.032, 1.071], [-0.622, 0.040, -0.232], [-0.109, -0.041, -0.557], [0.850, -0.111, 0.267], [-0.484, 0.040, -0.216], [-0.053, -0.018, -0.169], [0.230, -0.059, -0.057], [-0.058, 0.044, 0.240], [-0.073, -0.071, 0.113], [-0.099, 0.242, 0.111], [0.196, -0.182, 0.248], [-0.294, 0.046, 0.128], [0.240, 0.288, -0.004], [-0.038, -0.083, -0.085], [0.035, -0.024, -0.035], [0.150, 0.064, 0.047], [0.107, 0.115, -0.076], [-0.162, -0.162, 0.089], [-0.039, -0.071, 0.046], [0.048, -0.005, 0.054], [0.071, 0.050, -0.010], [-0.012, 0.044, -0.064], [-0.082, 0.011, -0.032], [0.086, -0.308, -0.288], [-0.152, 0.221, -0.197], [0.040, -0.004, -0.051], [-0.051, -0.033, -0.003], [-0.063, 0.011, 0.034], [-0.008, -0.030, -0.100], [-0.042, 0.001, -0.012], [0.063, -0.025, 0.077], [0.027, -0.003, 0.017], [-0.034, -0.012, 0.046], [0.087, -0.007, -0.136]],
  "total_energy_ha": -1414.4294,
  "relative_energy_ev": 1.3872,
  "total_charge": 0,
  "homo_lumo_gap_ha": 0.30415,
  "spin_multiplicity": 1,
  "smiles": "O=C(NC[C@@H]1CCCO1)C(=O)NC[C@@H](c1ccco1)N1CCN(c2ccccc2)CC1"
}


[3]
{
  "formula": "C23H37F2IN2O3S",
  "method": "ωB97M-V/def2-TZVPD",
  "elements": ["C", "C", "C", "C", "C", "C", "C", "C", "C", "C", "C", "C", "N", "C", "C", "C", "N", "F", "C", "C", "C", "C", "S", "O", "O", "O", "C", "C", "F", "C", "C", "H", "H", "H", "H", "H", "H", "H", "H", "H", "H", "H", "H", "H", "H", "H", "H", "H", "H", "H", "H", "H", "H", "H", "H", "H", "H", "H", "H", "H", "H", "H", "H", "H", "H", "H", "H", "H", "I"],
  "positions_angstrom": [[1.1903, -3.8190, -2.8256], [0.9801, -2.3216, -2.9570], [1.8218, -1.2681, -1.9669], [0.8212, -0.5332, -0.8466], [-0.7273, -0.3514, -1.3752], [-1.7836, -1.4756, -0.8260], [-2.5149, -1.4984, 0.6462], [-3.5998, -2.7032, 1.0473], [-4.0146, -3.9289, 0.0054], [-3.3074, -3.8954, -1.4731], [-3.6667, -5.0352, -2.6429], [-2.2157, -2.7141, -1.8633], [0.7053, -1.6144, 0.2539], [1.8623, -1.5471, 1.2167], [1.7885, -2.7328, 2.3853], [1.8238, -0.1208, 1.9935], [1.1227, 1.0203, 1.2253], [-0.2405, 0.9728, 1.4494], [1.5946, 2.2815, 1.8987], [1.2348, 2.4654, 3.4734], [-0.2622, 3.0900, 3.7902], [-0.5552, 4.5442, 3.0961], [-2.2266, 4.3850, 2.2159], [-2.9039, 5.7618, 1.9403], [-3.2282, 3.6128, 3.1608], [-2.1658, 3.4859, 0.7685], [1.4861, 0.8808, -0.2483], [1.2468, 2.1924, -1.1741], [2.2654, 3.2949, -0.9734], [1.2532, 1.9772, -2.7976], [1.1585, 3.5187, -3.4460], [1.6070, -4.4966, -3.6931], [0.8649, -4.2692, -1.7701], [0.1871, -1.9750, -3.7465], [2.4572, -0.5122, -2.5897], [2.6177, -1.9745, -1.4236], [-1.1026, 0.6959, -0.9418], [-0.8500, -0.2737, -2.5347], [-2.2990, -0.6474, 1.4358], [-4.1019, -2.6984, 2.1126], [-4.7701, -4.7939, 0.2673], [-4.8412, -5.1525, -2.6110], [-3.4280, -4.5515, -3.7073], [-3.0800, -6.0331, -2.4687], [-1.7730, -2.7648, -2.9553], [0.6975, -2.5689, -0.1678], [2.9201, -1.6634, 0.7188], [1.5213, -3.7938, 1.9363], [1.0876, -2.4365, 3.2908], [2.8877, -2.8500, 2.8357], [1.1460, -0.2768, 2.9640], [2.9086, 0.1587, 2.3322], [2.7834, 2.2923, 1.8048], [1.2354, 3.2886, 1.3667], [1.3575, 1.5310, 4.1598], [2.0002, 3.2780, 3.8997], [-0.2896, 3.2647, 4.9672], [-1.0349, 2.2483, 3.5385], [-0.7293, 5.3638, 3.9431], [0.3018, 4.9583, 2.4159], [-2.2820, 2.4980, 0.9918], [2.6622, 0.6719, -0.2596], [0.1838, 2.6478, -0.8810], [2.3013, 1.5699, -3.1992], [0.3324, 1.4122, -3.2399], [2.2336, 4.0321, -3.4285], [0.8553, 3.4748, -4.5877], [0.4463, 4.2184, -2.8209], [4.0424, -1.7966, -3.1056]],
  "forces_ev_per_a": [[-1.109, 3.320, 0.500], [0.412, -3.153, 0.652], [-3.444, 0.106, 1.676], [-0.734, -1.910, -0.536], [-1.313, 0.981, 0.945], [-3.016, -3.495, 0.468], [-0.970, -2.834, -2.637], [1.396, -0.248, -3.326], [3.353, 3.531, -1.502], [0.977, 2.242, 1.970], [-0.364, 1.784, 0.441], [-1.814, 0.100, 3.234], [1.701, 1.297, 1.291], [0.275, -0.481, 0.545], [1.018, 0.165, 0.127], [-0.675, -2.537, 1.868], [2.400, 0.435, 0.752], [-0.040, -0.324, -0.334], [1.736, 3.129, 0.948], [-0.158, 1.192, 0.870], [0.845, -0.606, 0.772], [0.561, -0.216, 0.778], [-8.027, 1.969, 2.209], [3.978, -4.690, 0.015], [4.756, 1.646, -3.212], [0.731, -0.282, 2.283], [1.666, -1.055, -2.328], [-1.320, 0.648, -0.820], [-1.918, -2.697, 0.485], [0.705, 1.732, -0.756], [0.891, 0.265, -0.097], [-2.057, 1.308, 1.581], [2.151, 0.841, -2.016], [2.733, -0.174, 0.621], [-2.307, -1.207, 1.379], [-2.397, 1.963, -0.629], [0.522, -2.159, -0.989], [0.471, -0.331, 2.244], [-0.488, -2.031, -1.788], [1.204, 0.108, -2.407], [1.708, 2.105, -0.438], [2.480, -0.158, -0.006], [-0.293, -1.220, 2.426], [-1.268, 1.983, -0.367], [-0.940, 0.190, 2.587], [-0.024, 1.258, 0.088], [-1.864, 0.307, 0.671], [0.330, 2.402, 0.851], [1.183, -0.732, -2.097], [-2.370, 0.289, -0.954], [1.518, 0.497, -2.202], [-2.257, -0.053, -0.905], [-2.738, -0.176, -0.055], [0.541, -2.680, 0.684], [-0.129, 1.608, -1.550], [-1.442, -1.858, -1.172], [-0.077, -0.495, -2.621], [1.154, 2.017, 0.431], [-0.067, -1.809, -2.080], [-1.838, -0.940, 0.965], [0.035, 2.040, -0.105], [-2.433, 0.486, 0.323], [2.383, -0.663, -0.559], [-2.490, 0.448, 1.131], [1.925, 0.695, 1.304], [-2.393, -1.207, 0.084], [0.372, -0.009, 2.511], [1.222, -1.497, -1.413], [5.438, -1.163, -2.812]],
  "total_energy_ha": -2128.4757,
  "relative_energy_ev": 9.2668,
  "total_charge": 0,
  "homo_lumo_gap_ha": 0.17033,
  "spin_multiplicity": 1
}